(1)
The following is a DFT calculation (the ωB97M-V functional and the def2-TZVPD basis) of a cluster of 2 separate species, CH4N3O3S in total in a non-equilibrium geometry.

Properties
Net charge = +1
LUMO level = -5.9 eV
Kohn-Sham gap = 9.44 eV
HOMO energy = -15.3881 eV

Geometry as XYZ:
```
12
Properties=species:S:1:pos:R:3:forces:R:3:mulliken_charge:R:1
C -0.2782 0.2082 0.1565 -5.27 0.94 1.29 0.528
N 1.2868 0.0530 2.0056 -0.31 -0.24 3.09 -0.596
N -1.4420 0.3364 0.4133 5.97 -2.36 -1.95 -0.206
N 0.8227 0.0104 -0.4294 -0.60 -0.22 0.41 0.070
O 1.8675 1.1145 4.3625 0.19 -0.59 0.40 -0.374
O -0.4207 0.3668 4.0276 0.41 -2.34 -2.84 -0.397
O 0.9843 0.4839 -1.6739 5.53 -0.13 0.58 -0.348
S 1.1193 0.3380 3.4423 -1.36 1.46 -2.20 0.884
H -0.9271 -0.2327 3.3200 1.16 1.66 2.26 0.390
H -2.2173 0.7659 0.7574 -2.32 1.64 1.12 0.293
H 1.6115 -0.0371 0.2187 0.66 -0.13 -0.55 0.416
H 0.2663 0.6565 -2.1904 -4.05 0.32 -1.61 0.341
```
Positions in Å, forces in eV/Å.

---

(2)
The following is a DFT calculation (the ωB97M-V functional and the def2-TZVPD basis) of a structure of composition C43H34ClF3IN9O7Sn in a non-equilibrium geometry.

Properties
Net charge = -2
LUMO level = 3.6 eV
Kohn-Sham gap = 5.99 eV
HOMO energy = -2.3893 eV

Geometry as XYZ:
```
99
Properties=species:S:1:pos:R:3:forces:R:3:mulliken_charge:R:1
Sn -1.2512 1.8644 0.7823 -0.08 0.54 -0.37 1.817
O -2.9910 3.0667 -3.8743 -0.31 -0.25 -0.31 -0.933
C -2.4427 2.7273 -2.7966 -0.07 0.07 0.22 0.133
O -2.9515 2.1026 -1.8507 0.06 -0.28 0.06 -0.373
C -0.9733 3.1472 -2.6524 0.00 -0.04 0.04 0.058
C -0.3329 3.7829 -3.7092 0.05 -0.02 -0.01 -0.525
C 1.0011 4.1285 -3.5757 0.00 0.00 0.00 -0.450
C 1.6559 3.8336 -2.3928 0.03 0.01 0.04 -0.719
C 0.9394 3.2125 -1.3797 -0.01 0.00 -0.01 0.495
N -0.3402 2.8791 -1.5119 0.12 -0.14 -0.06 0.710
C 1.6179 2.9048 -0.0460 0.07 0.31 -0.24 -0.271
O 2.8462 2.9629 -0.0063 -0.03 -0.08 0.06 -0.817
O 0.8413 2.6532 0.9311 -0.17 -0.39 0.24 -0.671
H -0.9028 3.9769 -4.6056 -0.03 0.03 0.00 0.492
H 1.5251 4.6212 -4.3868 0.01 0.01 0.00 0.402
H 2.6949 4.0693 -2.2156 0.03 -0.01 -0.02 0.523
N -2.4016 -0.8711 0.1115 -0.08 -0.32 0.05 0.036
C -3.7976 -0.8048 -0.2725 -0.02 -0.05 -0.17 0.676
C -4.4023 -2.2230 -0.4812 -0.12 0.06 0.07 -1.093
C -5.7910 -2.4156 -1.1125 0.14 0.16 -0.04 -0.851
C -5.9331 -1.7769 -2.4972 -0.05 0.21 0.09 -0.760
N -6.1617 -0.3549 -2.3745 0.15 0.31 0.24 -0.478
C -5.6312 0.4886 -3.2018 -0.34 0.03 0.64 0.676
N -5.7608 1.8292 -2.9622 -0.16 -0.13 -0.17 -0.582
N -4.9753 0.1855 -4.3724 0.85 0.31 -0.26 -0.584
C -4.5464 0.0107 0.7887 0.75 -0.11 -0.05 0.555
O -5.7483 0.4737 0.4649 -0.66 0.19 -1.45 -0.636
O -4.0730 0.2210 1.8768 -0.29 -0.21 0.02 -0.589
H -1.8975 -1.5120 -0.4874 0.08 0.01 0.07 0.075
H -2.2654 -1.1279 1.0848 0.00 0.08 -0.01 0.148
H -3.8183 -0.2385 -1.2053 -0.23 0.08 -0.07 -0.150
H -4.3749 -2.7223 0.4936 0.01 -0.05 -0.03 0.265
H -3.6918 -2.7561 -1.1238 0.07 0.03 0.06 0.386
H -6.5768 -2.0387 -0.4554 -0.04 0.08 -0.04 0.282
H -5.9556 -3.4923 -1.2225 0.02 -0.03 0.09 0.471
H -6.7625 -2.2564 -3.0349 0.01 0.00 0.01 0.306
H -5.0138 -2.0091 -3.0549 0.06 -0.09 -0.08 0.354
H -5.9327 0.3916 -0.5325 0.23 -0.48 1.08 0.299
H -5.8774 2.0426 -1.9826 0.07 0.03 -0.08 0.363
H -5.0222 2.3837 -3.3785 0.31 0.26 0.00 0.242
H -4.8262 -0.7968 -4.5236 0.11 -0.02 0.03 0.321
H -4.1246 0.7529 -4.5190 -0.68 -0.23 0.03 0.328
Cl -0.8678 7.8393 5.1554 0.00 -0.04 -0.01 -0.332
C -1.0887 6.7619 3.7840 -0.03 0.09 -0.05 0.660
C -1.3383 7.2982 2.5486 0.04 -0.08 0.12 -0.516
C -1.5280 6.4703 1.4432 -0.09 -0.01 -0.19 -0.394
I -1.9043 7.3076 -0.4346 0.02 -0.02 0.07 -0.061
C -1.5003 5.0617 1.5093 0.07 0.14 0.10 0.197
O -1.7040 4.2879 0.5435 -0.03 -0.11 -0.17 -0.450
C -1.2039 4.5270 2.8341 0.01 0.20 0.08 -0.131
N -1.1315 3.1815 2.9137 0.03 0.05 0.23 0.305
C -0.8794 2.6120 4.0648 -0.03 -0.05 0.31 -0.270
C -0.6850 3.3549 5.2430 -0.03 0.13 -0.01 -1.125
C -0.7502 4.7190 5.1913 0.01 -0.03 -0.01 -0.676
C -1.0109 5.3610 3.9613 0.01 -0.09 0.01 0.154
H -1.3887 8.3730 2.4349 0.00 0.00 -0.02 0.377
H -0.8232 1.5292 4.0557 0.00 0.12 0.05 0.447
H -0.4845 2.8428 6.1753 0.00 -0.03 -0.02 0.411
H -0.6046 5.3213 6.0783 0.02 0.00 0.02 0.379
N 4.7249 -3.2879 -0.7785 0.08 -0.01 0.07 0.131
C 5.5944 -4.0915 -1.4790 0.01 -0.02 -0.06 0.710
C 6.5553 -5.0160 -1.0850 -0.02 0.02 -0.01 -0.870
C 7.2584 -5.6524 -2.0917 0.00 0.01 0.01 -0.429
C 7.0128 -5.3753 -3.4448 0.00 0.00 0.00 -0.467
C 6.0530 -4.4582 -3.8283 0.01 0.00 0.00 -0.719
C 5.3296 -3.8090 -2.8297 0.02 -0.03 0.06 0.414
N 4.3230 -2.8683 -2.9334 -0.04 0.03 0.01 -0.752
C 3.9934 -2.5846 -1.7005 -0.02 0.02 -0.04 -0.334
C 2.9364 -1.6536 -1.2863 -0.02 0.03 0.05 1.169
C 2.9420 -1.0577 -0.0314 -0.03 -0.06 -0.02 -1.113
C 1.8698 -0.2560 0.3341 0.04 -0.02 -0.01 -0.991
N 0.8197 -0.0562 -0.4553 0.10 0.23 -0.08 0.698
C 0.8507 -0.5750 -1.6794 -0.15 -0.05 0.04 -0.630
C 1.8799 -1.3741 -2.1456 0.03 -0.08 -0.01 -1.172
H 4.5926 -3.2668 0.2193 -0.03 -0.02 -0.01 0.066
H 6.7434 -5.2282 -0.0417 0.00 -0.01 0.05 0.447
H 8.0160 -6.3798 -1.8298 0.01 -0.01 0.01 0.376
H 7.5905 -5.8924 -4.2003 0.00 -0.01 -0.01 0.358
H 5.8590 -4.2397 -4.8698 -0.01 0.00 -0.02 0.427
H 3.7643 -1.1919 0.6607 0.00 0.02 0.01 0.532
H 1.8396 0.2420 1.2940 0.03 0.02 -0.03 1.039
H -0.0091 -0.3544 -2.3045 0.00 0.03 -0.02 0.556
H 1.8644 -1.7971 -3.1400 -0.02 0.00 -0.01 0.477
F 5.1097 -4.8821 2.4489 -0.01 0.07 -0.13 -0.238
C 4.3906 -4.7845 3.6053 0.07 -0.06 -0.10 0.870
F 3.9747 -6.0439 3.8582 -0.10 -0.05 0.04 -0.288
F 5.2877 -4.4780 4.5579 0.01 0.08 0.12 -0.303
C 3.2724 -3.8062 3.5017 0.01 0.00 0.01 0.356
C 3.3461 -2.5643 4.1246 0.02 -0.06 -0.01 -0.659
C 2.3209 -1.6510 3.9698 -0.02 0.01 -0.02 -0.488
C 1.1956 -1.9404 3.1792 0.05 0.05 -0.07 0.514
C 1.1320 -3.2114 2.5803 0.00 -0.01 -0.03 -0.474
C 2.1548 -4.1260 2.7322 0.03 -0.02 0.03 -0.702
C 0.2202 -0.9413 2.9182 -0.04 0.00 0.06 0.653
C -0.4475 0.0271 2.5515 0.13 -0.31 -0.05 -1.870
H 4.2103 -2.3129 4.7250 0.00 0.01 0.00 0.413
H 2.3814 -0.6773 4.4365 0.01 0.01 0.00 0.488
H 0.2720 -3.4531 1.9700 0.00 0.01 -0.01 0.510
H 2.0940 -5.0953 2.2506 -0.01 0.01 0.00 0.392
```
Positions in Å, forces in eV/Å.

---

(3)
The following is a DFT calculation (the ωB97M-V functional and the def2-TZVPD basis) of a structure of composition C21H16Cl5F3I2N3O7SSm in a non-equilibrium geometry.

Properties
Spin multiplicity = 6
LUMO level (alpha / beta) = -0.3 / -0.3 eV
Kohn-Sham gap (alpha / beta) = 7.61 / 7.66 eV
HOMO energy (alpha / beta) = -7.9478 / -7.9614 eV

Geometry as XYZ:
```
59
Properties=species:S:1:pos:R:3:forces:R:3:mulliken_charge:R:1
Sm 1.0630 -2.0479 1.2141 -1.15 -0.22 0.92 0.813
C 0.6252 2.6227 -5.0190 -0.05 0.17 0.09 -0.759
O 0.2682 3.7178 -4.1851 -0.01 -0.13 0.00 -0.455
C -0.7346 3.5158 -3.2901 0.12 -0.13 -0.22 0.925
C -1.1145 4.6264 -2.5425 -0.13 0.02 0.13 -0.812
C -2.1590 4.5146 -1.6460 0.25 0.26 -0.08 -0.181
C -2.7956 3.2988 -1.4387 -0.75 0.54 0.55 -0.076
C -2.4170 2.1971 -2.1809 -0.03 -0.28 -0.38 -0.584
C -1.3942 2.3000 -3.1204 -0.10 0.14 0.21 -0.263
N -3.9475 3.3991 -0.5223 0.56 -0.23 -0.63 -0.264
N -4.2496 2.4816 0.2450 0.78 -0.65 -0.04 -0.709
C -3.3617 1.3088 0.3226 -0.49 0.67 0.38 -0.085
C -3.8744 0.0846 0.0491 0.04 -0.75 -0.04 -0.567
C -3.0849 -1.0930 0.1554 -0.68 0.28 -0.23 -0.828
C -1.7922 -1.0215 0.5852 0.60 -0.45 0.27 0.412
O -1.0038 -2.0828 0.7472 -1.15 0.63 -0.37 -0.218
C -1.2703 0.2602 0.9415 0.32 0.02 0.21 0.668
N -0.0013 0.2831 1.4589 -0.16 -0.27 -0.29 0.331
C 0.4970 1.4116 1.8835 0.08 0.30 0.06 -0.654
C -0.2060 2.6322 1.8190 0.21 -0.16 0.06 -1.050
C -1.4577 2.6346 1.2854 -0.24 -0.08 -0.11 -0.886
C -2.0373 1.4229 0.8240 -0.19 0.48 0.17 0.876
H 1.4434 2.9691 -5.6420 0.02 0.02 0.01 0.243
H -0.2119 2.3251 -5.6532 -0.03 -0.02 -0.01 0.364
H 0.9532 1.7711 -4.4243 0.07 -0.09 0.03 0.253
H -0.6063 5.5673 -2.7087 -0.01 -0.02 0.02 0.457
H -2.5006 5.3817 -1.0916 0.00 -0.04 -0.04 0.442
H -2.9324 1.2514 -2.0755 0.09 0.09 -0.04 0.480
H -1.1328 1.4322 -3.7057 0.00 -0.02 -0.01 0.453
H -4.9046 0.0139 -0.2807 0.02 -0.03 0.02 0.387
H -3.4973 -2.0650 -0.0850 -0.03 0.06 0.01 0.530
H 1.5016 1.3728 2.2935 0.00 0.03 -0.04 0.579
H 0.2557 3.5387 2.1859 -0.02 -0.03 0.00 0.452
H -2.0238 3.5553 1.2282 -0.01 -0.03 0.00 0.549
I 3.1943 -4.2755 0.3880 -0.12 -0.67 -0.04 0.319
C 5.2281 -3.9077 0.6068 0.59 0.12 -0.12 -0.874
I 5.8853 -2.8939 2.3509 -0.16 0.00 0.00 0.029
H 5.5271 -3.3066 -0.2426 0.12 -0.01 0.03 0.326
H 5.7016 -4.8801 0.6071 0.16 0.04 -0.04 0.467
Cl -0.7270 -7.0167 1.9157 -0.08 0.24 -0.02 -0.151
C -1.2965 -5.3304 1.6899 0.09 -0.17 -0.10 0.751
Cl -2.0796 -4.7751 3.1743 0.12 0.02 -0.16 -0.133
Cl -2.4455 -5.2677 0.3461 0.18 0.00 0.20 -0.106
C -0.0094 -4.5135 1.3556 0.24 -0.36 0.43 0.060
O 0.3896 -4.4688 0.1910 -0.21 0.16 -0.14 -0.628
O 0.6124 -3.9506 2.3156 -0.86 -0.93 0.41 -0.442
F 1.8175 1.5871 -0.6803 -0.04 -0.01 0.02 -0.101
C 2.9310 0.9537 -1.0270 -0.03 0.05 -0.14 0.463
F 3.9763 1.5954 -0.5184 0.01 0.11 -0.02 -0.219
F 3.0192 0.9329 -2.3542 0.00 0.14 -0.04 -0.203
S 2.9753 -0.7785 -0.4445 -0.25 0.28 -0.14 0.842
O 1.6848 -1.3722 -0.9015 1.28 0.55 -0.37 -0.505
O 4.1875 -1.2704 -1.0040 -0.03 -0.20 0.04 -0.489
O 2.9048 -0.6972 1.0420 0.97 0.51 -0.88 -0.431
Cl -0.4817 -1.4699 3.9390 -0.02 0.01 0.13 -0.015
C 0.9076 -2.0322 4.8623 0.09 -0.12 0.07 -0.436
Cl 2.4068 -2.0392 3.8885 0.03 0.18 0.22 -0.065
H 0.7279 -3.0496 5.1841 -0.03 -0.05 -0.03 0.325
H 1.0668 -1.3535 5.6891 0.02 -0.02 0.07 0.393
```
Positions in Å, forces in eV/Å.

---

(4)
The following is a DFT calculation (the ωB97M-V functional and the def2-TZVPD basis) of a structure of composition C31H38AuN3PS2.

Properties
Spin multiplicity = 2
LUMO level (alpha / beta) = -0.7 / -0.7 eV
Kohn-Sham gap (alpha / beta) = 5.94 / 6.03 eV
HOMO energy (alpha / beta) = -6.6147 / -6.7554 eV

Geometry as XYZ:
```
76
Properties=species:S:1:pos:R:3:forces:R:3:mulliken_charge:R:1
Au 0.5732 -0.0909 -0.2691 0.10 0.22 0.13 1.360
S 3.2503 4.0854 -1.0510 0.14 0.06 -0.11 -0.209
C 2.9412 3.9057 0.6197 0.09 0.13 -0.03 -0.548
C 2.1174 2.8504 0.8173 -0.14 -0.23 -0.12 -0.863
N 1.7160 2.2005 -0.3300 0.02 0.50 0.18 0.736
C 2.2521 2.7395 -1.3810 0.01 0.01 0.02 -0.553
H 3.3825 4.5696 1.3484 -0.05 -0.12 -0.05 0.446
H 1.7867 2.4835 1.7820 0.00 0.04 -0.14 0.448
H 2.0998 2.3758 -2.3924 0.01 0.06 0.17 0.327
C -3.6177 3.0475 -0.1016 -0.03 0.04 0.07 -1.641
C -2.1144 2.7677 -0.0447 0.32 -0.02 0.04 2.303
C -1.4999 3.4871 1.1613 -0.10 0.03 0.01 -1.836
C -1.4816 3.3410 -1.3234 0.02 -0.08 0.06 -1.725
P -1.6863 0.9129 0.0324 -0.24 -0.35 0.04 0.327
C -2.8058 0.2954 -1.2804 0.11 -0.14 -0.05 0.790
C -4.1064 -0.1757 -1.1017 -0.07 0.00 -0.01 -0.190
C -4.8896 -0.5384 -2.1897 0.03 0.02 0.03 -0.810
C -4.3909 -0.4241 -3.4802 -0.02 -0.01 0.02 -0.688
C -3.0949 0.0264 -3.6745 0.05 -0.02 0.01 -0.661
C -2.3069 0.3595 -2.5823 -0.05 0.10 0.03 -0.720
C -2.2452 0.2071 1.6920 0.04 -0.08 -0.13 1.910
C -1.1305 0.4925 2.7118 -0.06 0.04 0.02 -2.291
C -3.5663 0.7449 2.2510 0.02 -0.02 0.06 -1.900
C -2.3321 -1.3221 1.5266 -0.05 0.06 0.01 -1.560
H -3.7549 4.1096 -0.3309 0.00 -0.05 0.03 0.524
H -4.1152 2.8494 0.8470 0.01 0.01 -0.08 0.277
H -4.1132 2.4740 -0.8843 0.01 0.04 -0.01 0.292
H -1.5646 4.5685 1.0042 -0.02 -0.06 0.01 0.559
H -0.4491 3.2352 1.2896 0.08 0.01 0.00 0.166
H -2.0317 3.2574 2.0866 0.06 0.03 -0.06 0.295
H -1.5756 4.4314 -1.3030 -0.02 -0.07 0.01 0.597
H -1.9870 2.9822 -2.2181 -0.03 -0.04 -0.04 0.346
H -0.4241 3.0957 -1.3958 0.05 0.00 0.01 0.162
H -4.5332 -0.2677 -0.1133 0.03 0.01 -0.05 0.146
H -5.8957 -0.9057 -2.0256 0.04 0.01 0.00 0.452
H -5.0073 -0.6970 -4.3282 0.02 0.00 0.03 0.385
H -2.6810 0.0881 -4.6740 -0.02 0.01 0.05 0.431
H -1.2802 0.6630 -2.7422 0.02 0.02 -0.01 0.329
H -1.0103 1.5586 2.9126 0.01 -0.10 0.00 0.281
H -0.1744 0.0988 2.3640 -0.03 -0.02 0.02 0.299
H -1.3740 -0.0036 3.6570 -0.02 0.03 -0.06 0.562
H -3.4685 1.7748 2.5971 -0.02 -0.06 -0.01 0.341
H -3.8514 0.1348 3.1139 0.03 0.04 -0.02 0.563
H -4.3840 0.7063 1.5347 0.00 0.01 0.07 0.222
H -1.4099 -1.7314 1.1127 0.02 0.00 0.01 0.145
H -3.1493 -1.6308 0.8758 0.02 0.01 0.02 0.319
H -2.4920 -1.7743 2.5111 0.01 0.06 -0.06 0.569
C 2.9525 -0.8142 -2.5725 -0.06 -0.03 0.33 -1.286
C 3.5004 -0.6648 -1.1750 -0.20 -0.01 0.10 0.294
C 4.7989 -0.8067 -0.7492 0.45 -0.03 0.18 -0.893
C 4.8007 -0.6216 0.6636 0.42 -0.02 -0.17 -1.026
C 3.5044 -0.3621 1.0367 -0.29 -0.09 0.05 0.140
C 2.9578 -0.1151 2.4203 0.08 0.01 -0.27 -1.020
N 2.7180 -0.3956 -0.0812 -0.75 -0.07 -0.30 1.246
H 3.7145 -0.5607 -3.3115 -0.02 0.03 0.05 0.461
H 2.0777 -0.1711 -2.7371 0.13 -0.02 0.00 0.091
H 2.6228 -1.8397 -2.7805 0.03 0.09 0.03 0.143
H 5.6462 -1.0269 -1.3882 -0.06 0.04 0.13 0.492
H 5.6474 -0.6525 1.3390 -0.04 -0.02 -0.15 0.504
H 3.3630 0.7999 2.8665 -0.04 -0.05 -0.05 0.393
H 3.2068 -0.9360 3.0995 -0.05 0.02 -0.03 0.322
H 1.8667 -0.0191 2.3969 0.14 0.00 -0.01 -0.029
S -0.5235 -2.3381 -2.2797 -0.11 -0.16 -0.11 -0.239
C 0.3549 -2.1431 -0.9537 0.23 -0.11 0.03 -0.214
N 4.4604 -6.8832 1.8713 0.05 -0.08 0.04 -0.521
C 3.7662 -6.1023 1.3952 -0.19 0.28 -0.19 -0.100
C 2.8906 -5.1166 0.8003 0.10 -0.18 0.02 0.584
C 2.4039 -5.2982 -0.4923 -0.03 -0.07 -0.13 -0.893
C 1.5598 -4.3566 -1.0489 0.03 0.08 -0.20 -0.640
C 1.2036 -3.2006 -0.3495 -0.10 0.04 0.21 0.583
C 1.6872 -3.0494 0.9465 -0.02 0.05 0.19 0.030
C 2.5223 -3.9910 1.5228 -0.07 0.12 0.15 -0.928
H 2.6977 -6.1741 -1.0567 -0.04 0.02 0.02 0.463
H 1.1776 -4.4884 -2.0519 0.02 -0.04 -0.04 0.417
H 1.3972 -2.1753 1.5106 0.06 0.05 0.04 0.455
H 2.9001 -3.8551 2.5273 -0.03 0.04 -0.01 0.457
```
Positions in Å, forces in eV/Å.

---

Energy relative to the best compared isomer or geometry (same formula, charge and spin), respectively: 349.1 0.0 0.0 0.0 kJ/mol.